123
Properties=species:S:1:pos:R:3:forces:R:3 method="wB97M-V/def2-TZVPD" molar_mass_g_mol=875.183 homo_ev=-9.127 homo_lumo_gap_ha=0.3455
Mg 0.17905 -0.61689 -0.14630 -0.342 -0.102 -0.100
Br 0.29147 0.07125 2.07666 0.121 0.327 1.072
Br 1.81821 -1.99719 -1.09148 0.905 -0.554 -0.349
C 2.94691 -2.86674 -6.03007 -0.746 0.309 0.755
C 2.11380 -2.07105 -4.97700 0.179 -0.002 -0.641
C 0.59465 -2.24922 -5.24095 1.030 -0.893 -0.679
C -0.30479 -1.45762 -4.45394 -0.771 1.090 1.061
N -1.01689 -0.81764 -3.80608 0.418 -0.494 -0.646
H 2.65246 -3.91544 -5.98964 0.251 -0.124 -0.076
H 4.01707 -2.75542 -5.85554 -0.081 -0.133 0.124
H 2.74760 -2.49709 -7.03592 -0.083 0.045 -0.010
H 2.43149 -1.03135 -5.05566 -0.323 0.194 0.052
H 2.30455 -2.37825 -3.94873 0.168 -0.135 -0.094
H 0.36150 -3.29824 -5.05848 -0.090 -0.133 0.175
H 0.36577 -2.12460 -6.29934 0.003 0.330 -0.081
C 4.29453 3.24367 -1.71927 0.099 0.908 0.268
C 4.66842 1.78944 -1.74501 -0.439 -0.797 -0.680
C 3.68981 0.99247 -2.69390 0.888 -0.182 0.524
C 3.94709 1.33684 -4.08765 0.167 0.817 -2.176
N 4.12971 1.64855 -5.19768 -0.296 -0.643 2.063
H 4.97280 3.86612 -1.13564 0.128 -0.263 0.320
H 3.30811 3.33460 -1.26452 -0.144 0.179 -0.070
H 4.29465 3.75848 -2.68003 -0.203 -0.421 -0.327
H 4.65856 1.38750 -0.73188 -0.420 -0.177 -0.006
H 5.68516 1.59124 -2.08423 0.043 0.239 -0.246
H 2.62760 1.12899 -2.49101 0.009 0.295 0.237
H 3.84131 -0.08330 -2.60519 0.080 -0.084 0.145
C -4.53615 -0.34269 -2.89184 0.821 0.912 -0.575
C -4.78428 -1.54711 -2.03612 -0.332 -0.115 -0.038
C -3.59569 -2.51287 -1.95291 -0.212 -0.818 0.447
C -2.46180 -1.99956 -1.18127 1.475 1.016 0.540
N -1.56860 -1.55432 -0.58829 -2.202 -1.265 -1.199
H -3.74992 0.27470 -2.45737 0.020 0.142 0.016
H -5.41329 0.28347 -3.05503 -0.164 -0.137 0.267
H -4.17777 -0.57157 -3.89547 0.022 -0.379 -0.032
H -5.66448 -2.03249 -2.45771 0.144 -0.583 0.180
H -5.05503 -1.24956 -1.02307 0.048 -0.059 0.025
H -3.27272 -2.93614 -2.90403 0.314 0.658 -0.261
H -3.87648 -3.42568 -1.42751 -0.317 0.063 0.412
C 2.51426 -5.94119 1.49839 0.764 1.225 -0.941
C 2.30562 -5.05678 2.71012 -1.427 -0.639 1.159
C 1.33908 -3.81536 2.47546 1.203 -1.078 0.176
C 0.08651 -4.18142 1.81530 1.131 0.279 0.259
N -0.88967 -4.46620 1.29686 -0.834 -0.270 -0.393
H 2.90541 -5.25913 0.74347 -0.207 -0.095 -0.654
H 1.58733 -6.37390 1.12200 0.068 -0.018 0.115
H 3.30551 -6.68810 1.56283 -0.254 -0.159 0.591
H 3.21401 -4.75845 3.23350 0.202 0.402 -0.556
H 1.85246 -5.71750 3.44917 -0.393 0.167 0.331
H 1.90228 -3.10192 1.87388 -0.395 0.215 -0.189
H 1.07721 -3.33971 3.42060 0.159 0.023 0.032
C -3.18880 4.35946 4.61209 0.440 0.263 0.513
C -2.22927 3.25551 4.18584 -1.089 -0.001 -0.030
C -2.99162 2.19640 3.36859 0.297 -0.176 0.472
C -4.05770 1.46146 4.09599 -0.249 -0.294 0.521
N -4.83795 0.81594 4.66089 0.782 0.771 -0.660
H -2.58719 5.12646 5.09983 -0.299 0.155 0.289
H -3.93949 3.96974 5.29961 0.048 0.091 0.146
H -3.72977 4.86091 3.80960 0.154 -0.233 -0.330
H -1.77633 2.79285 5.06270 0.022 0.018 0.028
H -1.42769 3.69037 3.58878 -0.007 -0.275 -0.218
H -2.26882 1.43338 3.07970 -0.117 -0.043 -0.615
H -3.44697 2.70448 2.51853 0.126 -0.370 -0.236
C 4.10578 5.47799 1.34450 0.225 0.363 0.792
C 3.06539 5.29722 2.47853 0.306 0.473 -1.541
C 2.34492 3.95984 2.27390 -0.105 -0.169 1.189
C 1.45552 3.89279 1.13084 -0.487 0.323 -0.017
N 0.70326 3.84791 0.26517 0.096 0.045 -0.210
H 4.60845 6.44125 1.43135 0.163 -0.033 0.148
H 3.70196 5.47425 0.33207 -0.411 -0.251 0.164
H 4.84949 4.68491 1.42213 0.124 0.037 -0.125
H 2.38356 6.14680 2.44099 -0.498 -0.219 -0.274
H 3.47745 5.43295 3.47847 0.404 -0.694 -0.087
H 1.78233 3.74740 3.18300 -0.438 -0.126 -0.127
H 2.98640 3.08353 2.18080 0.537 0.214 0.019
C -2.06359 -2.00627 5.22307 0.743 -0.196 -0.609
C -2.96648 -2.79422 4.26408 -0.726 0.406 1.582
C -2.87719 -2.25275 2.85627 0.112 0.173 -0.223
C -3.84933 -2.75907 1.89300 -0.936 -0.956 -0.980
N -4.60268 -3.16088 1.10531 0.916 0.644 1.003
H -1.04801 -2.12063 4.84409 0.323 0.224 0.222
H -2.07632 -2.35690 6.25506 -0.193 -0.232 -0.124
H -2.28403 -0.93908 5.24774 -0.181 -0.003 -0.173
H -3.95918 -2.65115 4.69090 -0.381 -0.250 -0.427
H -2.73619 -3.85715 4.33647 0.037 -0.009 -0.273
H -1.88084 -2.47000 2.47132 -0.034 0.232 -0.233
H -3.03282 -1.17392 2.85695 0.239 0.170 0.096
C -7.00080 0.11092 0.60798 -0.186 1.018 -0.104
C -6.87446 1.65989 0.38574 1.057 -1.143 0.222
C -5.69560 2.03319 -0.58609 -1.692 0.297 -0.213
C -4.43989 1.44234 -0.17188 3.095 -1.296 0.867
N -3.42288 0.94455 0.15364 -2.927 1.502 -0.807
H -7.87830 -0.06966 1.22885 0.037 -0.087 0.013
H -6.13668 -0.30179 1.12862 0.052 0.072 -0.050
H -7.13478 -0.43496 -0.32592 -0.010 0.073 -0.071
H -6.61202 2.09478 1.35015 -0.174 0.109 0.093
H -7.83693 2.07603 0.08808 0.248 0.104 -0.340
H -5.62844 3.11220 -0.72515 0.358 0.186 0.618
H -5.93042 1.75675 -1.61397 0.086 -0.654 0.054
C 4.94298 -1.75151 1.70227 -0.398 0.937 1.119
C 5.81569 -2.20088 0.57066 -0.204 -1.132 -0.985
C 5.67138 -3.74950 0.31411 0.572 0.621 0.430
C 6.18278 -4.53516 1.44757 0.622 -0.635 0.791
N 6.60737 -5.13995 2.34149 -0.583 0.733 -1.024
H 4.59452 -0.72215 1.61802 -0.134 0.051 -0.510
H 5.44918 -1.69688 2.66605 0.298 -0.542 0.023
H 4.05216 -2.36145 1.85231 0.023 -0.076 -0.223
H 6.85834 -1.90923 0.69687 0.074 -0.301 0.252
H 5.54143 -1.74805 -0.38214 -0.356 0.142 0.041
H 6.20901 -4.02406 -0.59346 0.119 -0.114 0.088
H 4.63644 -4.05879 0.16803 -0.133 0.379 -0.048
C 0.50869 2.80467 -4.44251 0.166 0.633 -0.558
C 0.01230 3.82313 -3.42225 0.380 -0.696 0.401
C -1.01978 3.22949 -2.47461 -0.781 -0.608 0.004
C -0.62150 1.96239 -1.85194 1.802 -3.849 1.992
N -0.27045 0.94752 -1.34746 -1.508 4.907 -2.419
H 0.92266 3.43240 -5.23161 0.495 -0.413 -0.174
H -0.25814 2.20677 -4.93504 -0.227 -0.065 0.319
H 1.28232 2.15081 -4.03992 -0.112 0.005 -0.110
H -0.41710 4.66556 -3.96449 -0.071 0.097 0.370
H 0.87931 4.13169 -2.83813 -0.071 0.419 -0.043
H -1.88492 2.97470 -3.08675 -0.297 -0.077 0.045
H -1.37470 3.85730 -1.65730 0.257 0.246 -0.061